{
  "formula": "C38H30Cl2IN7O8S3Ti",
  "method": "ωB97M-V with the def2-TZVPD basis set",
  "de_lowest_ev": 2.727,
  "total_energy_ha": -5713.22334,
  "total_charge": -2,
  "spin_multiplicity": 1,
  "orbital_gap_ha": 0.149,
  "elements": ["Ti", "C", "C", "N", "N", "C", "S", "S", "C", "C", "C", "C", "C", "C", "C", "C", "C", "C", "C", "C", "C", "O", "H", "H", "H", "H", "H", "H", "H", "H", "H", "H", "H", "H", "H", "H", "C", "C", "C", "C", "C", "C", "C", "C", "C", "S", "C", "N", "H", "H", "H", "H", "H", "H", "H", "H", "Cl", "C", "Cl", "H", "H", "O", "N", "O", "C", "C", "C", "C", "O", "C", "C", "N", "O", "O", "N", "O", "O", "H", "H", "I", "C", "C", "C", "C", "C", "N", "H", "H", "H", "H"],
  "xyz": [[0.828, -0.096, 0.467], [-2.190, 1.126, 2.529], [-1.340, -0.097, 2.640], [-1.469, -1.001, 1.734], [-1.116, -2.272, 1.905], [-0.318, -3.011, 1.240], [0.974, -2.612, 0.181], [-0.637, -4.751, 1.501], [-2.438, -4.692, 1.892], [-2.727, -4.261, 3.298], [-2.331, -5.062, 4.364], [-2.578, -4.678, 5.671], [-3.221, -3.478, 5.933], [-3.623, -2.676, 4.877], [-3.385, -3.066, 3.569], [-0.371, -0.250, 3.751], [-0.690, -0.171, 5.096], [0.280, -0.366, 6.069], [1.589, -0.625, 5.694], [1.939, -0.677, 4.358], [0.970, -0.502, 3.365], [1.298, -0.565, 2.095], [-2.615, 1.188, 1.528], [-1.598, 2.012, 2.730], [-2.999, 1.074, 3.262], [-2.767, -5.717, 1.711], [-2.890, -4.020, 1.165], [-1.812, -5.989, 4.157], [-2.265, -5.316, 6.487], [-3.406, -3.173, 6.955], [-4.124, -1.738, 5.073], [-3.700, -2.429, 2.755], [-1.713, 0.036, 5.379], [0.011, -0.318, 7.116], [2.348, -0.792, 6.448], [2.961, -0.855, 4.049], [-0.738, 4.358, -1.583], [-1.932, 3.498, -1.872], [-3.100, 4.035, -2.446], [-4.167, 3.213, -2.687], [-4.082, 1.841, -2.372], [-5.121, 0.927, -2.636], [-4.965, -0.404, -2.320], [-3.779, -0.868, -1.763], [-2.717, -0.006, -1.489], [-1.275, -0.694, -0.856], [-2.857, 1.390, -1.797], [-1.830, 2.224, -1.564], [-0.821, 5.332, -2.062], [0.166, 3.857, -1.929], [-0.644, 4.498, -0.506], [-3.145, 5.088, -2.692], [-5.079, 3.595, -3.131], [-6.035, 1.292, -3.089], [-5.764, -1.106, -2.525], [-3.645, -1.918, -1.543], [6.465, 0.089, 1.229], [5.015, 0.856, 0.588], [3.764, 1.050, 1.837], [4.597, 0.206, -0.179], [5.292, 1.834, 0.200], [4.322, 6.314, -0.222], [4.259, 5.178, -0.689], [5.091, 4.741, -1.485], [3.206, 4.322, -0.291], [3.023, 3.086, -0.936], [2.039, 2.261, -0.467], [1.206, 2.553, 0.647], [0.364, 1.634, 1.015], [1.402, 3.835, 1.257], [2.393, 4.680, 0.769], [0.634, 4.291, 2.353], [0.883, 5.402, 2.828], [-0.267, 3.591, 2.792], [1.720, 0.992, -1.021], [1.944, 0.965, -2.421], [2.372, -0.052, -0.397], [3.625, 2.806, -1.786], [2.548, 5.630, 1.255], [-0.250, -3.582, -3.552], [0.472, -1.628, -3.978], [0.890, -1.391, -5.266], [1.196, -0.049, -5.584], [1.097, 0.919, -4.652], [0.777, 0.594, -3.228], [0.454, -0.776, -2.991], [0.974, -2.178, -5.998], [1.463, 0.203, -6.605], [1.229, 1.968, -4.876], [-0.044, 1.234, -2.857]],
  "forces_ev_per_a": [[-3.50, -3.46, -2.47], [0.15, 0.07, -0.04], [0.15, -0.55, 0.06], [-0.89, 0.35, 0.80], [0.06, -0.47, 0.54], [-0.30, 0.43, 0.24], [0.02, -0.04, -0.47], [-0.19, -0.27, -0.13], [0.73, 0.12, -0.13], [-0.13, -0.10, 0.14], [-0.10, 0.06, -0.07], [0.03, -0.06, 0.06], [0.00, -0.02, 0.09], [-0.08, 0.03, 0.00], [-0.09, -0.07, 0.05], [0.40, -0.08, -0.40], [0.04, 0.02, -0.12], [-0.05, 0.01, 0.17], [-0.04, 0.02, 0.10], [0.00, -0.02, -0.36], [-0.30, 0.03, 1.30], [0.70, 0.03, 1.94], [-0.03, -0.06, -0.01], [-0.13, 0.00, 0.00], [-0.10, 0.00, 0.03], [-0.10, 0.02, 0.01], [-0.06, -0.05, 0.00], [0.07, -0.05, 0.01], [0.03, -0.01, 0.05], [0.00, 0.03, 0.03], [-0.02, 0.06, -0.01], [0.08, 0.04, -0.09], [-0.08, -0.02, 0.03], [-0.01, 0.00, 0.04], [0.02, 0.03, 0.04], [0.01, -0.05, 0.00], [-0.01, -0.01, 0.01], [-0.03, -0.46, 0.03], [-0.29, 0.03, -0.06], [0.13, 0.05, 0.03], [0.36, -0.04, 0.03], [-0.36, -0.15, 0.00], [-0.07, 0.41, -0.24], [0.30, 0.15, 0.14], [0.68, 0.23, 0.48], [-0.14, -0.44, -0.37], [-0.73, -0.09, -0.23], [0.25, 0.45, 0.13], [0.03, 0.08, 0.00], [0.04, 0.02, -0.03], [0.02, 0.09, 0.04], [0.01, 0.05, -0.01], [-0.01, 0.03, -0.01], [-0.05, 0.00, 0.00], [-0.04, -0.02, -0.01], [0.00, -0.06, 0.03], [0.31, -0.10, 0.13], [-0.41, 0.04, -0.07], [0.92, 0.24, 0.35], [0.03, 0.17, 0.10], [-0.09, -0.11, 0.07], [-0.16, -0.50, -0.12], [1.34, 0.99, -0.54], [-0.47, 0.13, 0.36], [-1.15, -1.06, 0.49], [-0.24, 0.16, 0.15], [0.42, 0.53, -0.33], [-0.51, 0.27, 0.44], [0.21, 2.67, 0.64], [0.82, -0.82, -1.38], [0.15, 0.18, 0.11], [-1.16, 0.70, 1.51], [0.15, -0.35, -0.33], [0.60, 0.21, -0.37], [-0.04, 0.40, -2.21], [1.18, 0.47, 1.33], [2.05, 0.03, -0.74], [-0.02, -0.07, -0.07], [-0.04, 0.01, 0.01], [-0.04, -0.28, 0.12], [0.63, 1.44, 1.16], [0.19, -0.39, -1.04], [0.02, -0.38, 0.14], [0.23, 0.63, 0.82], [-1.60, -0.71, -0.93], [0.00, -0.80, -1.13], [-0.19, -0.03, -0.06], [-0.01, 0.04, -0.06], [0.05, 0.14, -0.21], [0.40, -0.10, 0.30]],
  "lowdin_charge": [0.74, -0.01, -0.31, -0.06, -0.08, -1.09, 0.58, 0.85, -0.41, -0.30, -0.07, -0.10, -0.12, -0.10, -0.05, -0.09, -0.03, -0.11, -0.11, -0.02, -0.29, -0.29, 0.08, 0.04, 0.08, 0.07, 0.08, 0.10, 0.09, 0.09, 0.10, 0.11, 0.11, 0.09, 0.09, 0.10, -0.02, -0.33, -0.04, -0.03, -0.18, -0.09, -0.11, -0.13, -0.53, 0.77, -0.23, 0.15, 0.07, 0.07, 0.07, 0.10, 0.10, 0.09, 0.09, 0.09, 0.51, -0.97, 0.69, 0.03, 0.02, 0.05, -0.36, 0.05, -0.15, 0.08, -0.18, -0.25, -0.11, -0.08, 0.09, -0.33, 0.04, 0.09, -0.21, -0.02, -0.25, 0.14, 0.13, 0.70, -0.82, -0.25, -0.16, -0.08, -0.37, -0.05, 0.04, 0.08, 0.07, 0.11]
}